Record 1
2 unconnected molecules or ions with the total composition C5H13NO in a non-equilibrium geometry, computed with ωB97M-V with the def2-TZVPD basis set.

Energy above the lowest of the compared OMol25 structures with the same formula, charge and spin   37.3 kcal per mole
Orbital gap   0.3184 Eh
Net charge   0

Geometry (Å):
C 1.4901 0.2905 2.0197
C 1.1658 -0.0265 0.7784
N 0.3619 -1.1320 0.4330
C 1.7480 0.6985 -0.4434
C 0.6574 1.6692 -0.9220
C 0.0843 2.6286 0.1205
H 2.3785 0.8865 2.2684
H 0.7468 0.0452 2.7891
H 0.3788 -1.4756 -0.5074
H -0.1062 -1.5391 1.2329
H 1.9608 0.1081 -1.3337
H 2.6070 1.2887 -0.1101
H -0.1666 1.1142 -1.3793
H 1.1326 2.3133 -1.6970
H 0.8929 3.1345 0.6697
H -0.5894 2.2262 0.8709
H -0.4457 3.4252 -0.4066
O -5.0785 -5.1198 -1.6965
H -4.2585 -5.5730 -1.9333
H -4.9602 -4.9627 -0.7532


Record 2
2 unconnected molecules or ions with the total composition C5H13NO in a non-equilibrium geometry, computed with ωB97M-V with the def2-TZVPD basis set.

Energy above the lowest of the compared OMol25 structures with the same formula, charge and spin   37.7 kcal per mole
Orbital gap   0.3732 Eh
Net charge   0

Geometry (Å):
C -1.5498 -0.2789 0.7734
C -0.0828 -0.6896 0.3687
C 0.8828 -0.0380 1.4678
C 1.7132 0.8996 0.4973
C 0.8863 0.9870 -0.7768
N 0.2473 -0.3381 -0.9464
H -2.1276 0.4087 0.1531
H -1.5202 0.1607 1.8004
H -2.0779 -1.2151 0.8358
H -0.0204 -1.7863 0.5493
H 0.4422 0.5109 2.3069
H 1.5213 -0.7454 1.9265
H 1.8386 1.8567 1.0411
H 2.7216 0.4954 0.2859
H 1.3589 1.3043 -1.7066
H 0.1836 1.8603 -0.7670
H 0.9045 -0.9169 -1.4407
O -1.9489 -0.9942 -2.4738
H -1.7751 -1.3677 -1.6031
H -1.5977 -0.1134 -2.2917


Record 3
2 unconnected molecules or ions with the total composition C5H13NO in a non-equilibrium geometry, computed with ωB97M-V with the def2-TZVPD basis set.

Energy above the lowest of the compared OMol25 structures with the same formula, charge and spin   82.9 kcal per mole
Orbital gap   0.2928 Eh
Net charge   0

Geometry (Å):
C 3.2658 0.3907 -0.3169
C 1.8918 0.3125 -0.1868
C 1.0153 -0.6076 -0.9942
C -0.2558 0.1784 -1.4486
N 1.3000 1.1676 0.7324
C 0.8151 0.5738 2.0259
H 3.9284 0.5453 -1.1581
H 3.7801 -0.0331 0.5531
H 0.7406 -1.4785 -0.3972
H 1.4879 -0.9530 -1.9110
H 0.0068 1.1154 -1.9230
H -0.9297 0.1905 -0.5928
H -0.8176 -0.4249 -2.1683
H 1.9800 1.8699 0.9879
H 0.4312 -0.4372 1.8992
H 1.6243 0.6886 2.7364
H -0.1075 1.0947 2.2935
O -6.2266 -1.5783 -0.0232
H -5.7106 -1.1328 0.6542
H -5.6590 -2.2493 -0.4051


Record 4
2 unconnected molecules or ions with the total composition C5H13NO in a non-equilibrium geometry, computed with ωB97M-V with the def2-TZVPD basis set.

Energy above the lowest of the compared OMol25 structures with the same formula, charge and spin   32.8 kcal per mole
Orbital gap   0.3670 Eh
Net charge   0

Geometry (Å):
C 2.0756 0.8072 -1.2377
C 0.9120 1.1108 -0.6641
C -0.3501 0.4088 -1.0707
C -0.9607 -0.4966 -0.0112
C -1.5307 0.2778 1.1782
N -2.0659 -1.2584 -0.6209
H 2.9794 1.2742 -0.8646
H 2.1483 0.1149 -2.0633
H 0.8850 2.0501 -0.1234
H -1.1161 1.1107 -1.4061
H -0.0486 -0.2382 -1.8964
H -0.1976 -1.1585 0.3963
H -1.7202 -0.4229 1.9879
H -0.8526 1.0446 1.5373
H -2.4770 0.7045 0.8643
H -1.8003 -1.5596 -1.5536
H -2.1729 -2.1307 -0.1129
O 1.7195 -0.6381 1.8758
H 2.4187 -1.1000 2.3487
H 2.1543 0.0994 1.4363


Record 5
2 unconnected molecules or ions with the total composition C5H13NO in a non-equilibrium geometry, computed with ωB97M-V with the def2-TZVPD basis set.

Energy above the lowest of the compared OMol25 structures with the same formula, charge and spin   89.2 kcal per mole
Orbital gap   0.3660 Eh
Net charge   0

Geometry (Å):
C 2.7125 0.1409 -1.8297
C 1.4107 0.6809 -1.6075
C 1.1069 1.4435 -0.2062
C 0.2502 0.6632 0.7348
C 0.9603 0.0975 1.9432
N -0.8330 1.5874 1.1362
H 2.9934 -0.3660 -2.8732
H 3.5273 0.1443 -1.0851
H 0.5799 0.1835 -2.1388
H 2.0186 1.7892 0.1901
H 0.6523 2.3163 -0.6709
H -0.2918 -0.0109 0.0229
H 0.2181 -0.3077 2.7791
H 1.7168 -0.7041 1.7705
H 1.6707 0.9996 2.3573
H -1.6383 1.5111 0.5784
H -1.2707 1.1097 1.9215
O -4.7779 -3.8468 -0.8771
H -5.6816 -3.6992 -0.4600
H -5.3245 -3.7325 -1.6853


Record 6
A gas-phase ion, C5H13NO (charge +1) in a non-equilibrium geometry, computed with ωB97M-V with the def2-TZVPD basis set.

Multiplicity   2
Energy above the lowest of the compared OMol25 structures with the same formula, charge and spin   34.4 kcal per mole
Orbital gap (spin up / spin down)   0.4446 / 0.2460 Eh
Net charge   +1

Geometry (Å):
C -1.0673 -1.9348 0.4335
O -0.5057 -3.1974 0.5514
C -0.0281 -0.7944 0.0260
C -0.6247 0.5692 -0.2590
C 0.4306 1.6265 -0.5037
C 0.7861 2.5896 0.6449
N 0.7370 -1.2839 -1.0709
H -1.8107 -2.0747 -0.3601
H -1.5792 -1.6527 1.3613
H 0.1826 -3.2789 1.2122
H 0.6822 -0.7249 0.8659
H -1.3709 0.4524 -1.0535
H -1.2593 0.8609 0.5832
H 1.3923 1.3157 -0.9232
H 0.0429 2.2682 -1.3037
H 1.6956 3.1416 0.4114
H 1.0205 2.1606 1.6238
H -0.0513 3.2719 0.7833
H 1.0020 -2.2776 -1.0471
H 0.3256 -1.0371 -1.9756


Please write out number 4 again, unchanged.
2 unconnected molecules or ions with the total composition C5H13NO in a non-equilibrium geometry, computed with ωB97M-V with the def2-TZVPD basis set.

Energy above the lowest of the compared OMol25 structures with the same formula, charge and spin   32.8 kcal per mole
Orbital gap   0.3670 Eh
Net charge   0

Geometry (Å):
C 2.0756 0.8072 -1.2377
C 0.9120 1.1108 -0.6641
C -0.3501 0.4088 -1.0707
C -0.9607 -0.4966 -0.0112
C -1.5307 0.2778 1.1782
N -2.0659 -1.2584 -0.6209
H 2.9794 1.2742 -0.8646
H 2.1483 0.1149 -2.0633
H 0.8850 2.0501 -0.1234
H -1.1161 1.1107 -1.4061
H -0.0486 -0.2382 -1.8964
H -0.1976 -1.1585 0.3963
H -1.7202 -0.4229 1.9879
H -0.8526 1.0446 1.5373
H -2.4770 0.7045 0.8643
H -1.8003 -1.5596 -1.5536
H -2.1729 -2.1307 -0.1129
O 1.7195 -0.6381 1.8758
H 2.4187 -1.1000 2.3487
H 2.1543 0.0994 1.4363


net charge of number 6 (C5H13NO)? +1